The following is a DFT calculation (ωB97M-V/def2-TZVPD) of a molecular structure, C47H58Br3N5O22 at a distorted geometry.

Positions of all 135 atoms, in Å:
C (5.4656, -3.8769, 4.7364)
C (4.4984, -2.8589, 4.8128)
C (3.9848, -2.2944, 3.6754)
C (4.5206, -2.6200, 2.4160)
C (5.4721, -3.6262, 2.3431)
C (5.8817, -4.3021, 3.4736)
N (4.1614, -1.9289, 1.1952)
O (4.6492, -2.2763, 0.1387)
O (3.3630, -1.0099, 1.2922)
H (5.8855, -4.0831, 5.7120)
H (4.1036, -2.5361, 5.7654)
H (3.2359, -1.5102, 3.6628)
H (5.9751, -3.8521, 1.4119)
H (6.7913, -4.8909, 3.4858)
C (-2.3707, -4.6527, 2.4869)
C (-3.0547, -3.4721, 2.6919)
C (-4.4209, -3.3995, 2.5390)
C (-5.1060, -4.5502, 2.1083)
C (-4.4183, -5.7119, 1.8042)
C (-3.0551, -5.7734, 2.0208)
N (-6.5625, -4.5758, 2.1418)
O (-7.0929, -3.6354, 2.7168)
O (-7.1857, -5.5293, 1.7396)
H (-1.3215, -4.6443, 2.7516)
H (-2.4802, -2.5941, 2.9645)
H (-5.0609, -2.5771, 2.8254)
H (-4.9983, -6.5458, 1.4294)
H (-2.4687, -6.6662, 1.8498)
C (1.8051, -4.7918, -1.1112)
C (1.5485, -3.4226, -1.1547)
C (0.2411, -2.9555, -1.1956)
C (-0.8051, -3.8542, -1.4516)
C (-0.5774, -5.2229, -1.5052)
C (0.7470, -5.6329, -1.3807)
N (-2.1336, -3.3554, -1.7924)
O (-2.8670, -4.1127, -2.4003)
O (-2.4511, -2.2226, -1.4776)
H (2.8347, -5.1050, -1.0072)
H (2.2772, -2.6301, -1.0402)
H (0.1149, -1.8912, -1.3091)
H (-1.3344, -5.9744, -1.6591)
H (0.9288, -6.6973, -1.2638)
C (3.9674, 2.8075, 2.2882)
C (4.3085, 3.6068, 1.1986)
C (3.3960, 4.4999, 0.6704)
C (2.1381, 4.6742, 1.2382)
C (1.8350, 3.9233, 2.3680)
C (2.7333, 3.0164, 2.8990)
N (1.1571, 5.5298, 0.6348)
O (1.5075, 6.2448, -0.2880)
O (0.0525, 5.6108, 1.1527)
H (4.6993, 2.1009, 2.6565)
H (5.3133, 3.5579, 0.8044)
H (3.7735, 5.1908, -0.0713)
H (0.8619, 3.9760, 2.8376)
H (2.5516, 2.6355, 3.8955)
C (-0.9370, 0.5020, -0.5839)
C (0.3824, 0.6982, -0.1334)
C (0.6464, 0.5914, 1.2140)
C (-0.3277, 0.0535, 2.0607)
C (-1.6333, -0.1288, 1.6219)
C (-1.9293, 0.0875, 0.2869)
N (0.0540, -0.1435, 3.4516)
O (1.2148, -0.0459, 3.7865)
O (-0.8394, -0.5180, 4.1996)
H (-1.1845, 0.6451, -1.6275)
H (1.1125, 1.1588, -0.7878)
H (1.6779, 0.7233, 1.5055)
H (-2.4402, -0.3530, 2.3049)
H (-2.9059, 0.0144, -0.1698)
C (-0.4696, -0.3872, 7.3268)
C (0.7204, -1.2992, 7.0714)
O (0.6142, -2.4721, 7.8823)
C (1.6108, -3.3215, 7.9199)
O (2.6761, -3.1362, 7.3683)
O (1.2659, -4.3677, 8.6423)
C (2.2783, -5.3385, 8.8791)
H (-0.8453, -0.3594, 8.3500)
H (-1.2761, -0.5712, 6.6201)
H (-0.2282, 0.6646, 7.1490)
H (1.6191, -0.7840, 7.4098)
H (0.7458, -1.5281, 6.0100)
H (3.2395, -5.0219, 8.4930)
H (1.9249, -6.2920, 8.4776)
H (2.3413, -5.6119, 9.9352)
C (4.0529, 5.5783, -4.4079)
C (2.8449, 4.7833, -3.8392)
O (3.1908, 4.2078, -2.5971)
C (3.3574, 2.8834, -2.5335)
O (2.8055, 2.0818, -3.2313)
O (4.2262, 2.6601, -1.5603)
C (4.5762, 1.3228, -1.2380)
H (4.4355, 6.2730, -3.6650)
H (3.7797, 5.9287, -5.3994)
H (4.8500, 4.8431, -4.5523)
H (2.5674, 4.1029, -4.6472)
H (1.9432, 5.3822, -3.7042)
H (4.9461, 0.7141, -2.0668)
H (3.7230, 0.7840, -0.8298)
H (5.4123, 1.2958, -0.5433)
C (-4.9105, 6.3063, -3.6028)
C (-3.6913, 5.8710, -4.3944)
O (-2.9933, 4.8731, -3.6144)
C (-1.8229, 4.4347, -4.0466)
O (-1.3185, 4.6832, -5.1098)
O (-1.3001, 3.7074, -3.0483)
C (-0.2515, 2.8080, -3.3799)
H (-5.2076, 7.3497, -3.6595)
H (-4.7107, 6.0769, -2.5548)
H (-5.7651, 5.6991, -3.9044)
H (-2.9518, 6.6658, -4.5131)
H (-3.9094, 5.3774, -5.3414)
H (0.6091, 3.3290, -3.7925)
H (-0.5084, 1.9751, -4.0313)
H (0.1431, 2.3887, -2.4572)
C (-1.7859, 2.0535, -9.4433)
C (-2.0536, 2.9520, -8.2219)
O (-1.8749, 2.2069, -7.0105)
C (-2.9551, 1.5964, -6.5347)
O (-3.9678, 1.4190, -7.1508)
O (-2.6994, 1.2339, -5.3010)
C (-3.7190, 0.7635, -4.4023)
H (-1.1376, 1.2138, -9.1937)
H (-1.2618, 2.6192, -10.2125)
H (-2.7243, 1.6254, -9.7951)
H (-3.0301, 3.4246, -8.1587)
H (-1.2499, 3.6863, -8.2322)
H (-3.1500, 0.6991, -3.4804)
H (-4.0375, -0.2248, -4.7324)
H (-4.5970, 1.4015, -4.3380)
C (-6.9480, -1.5199, -1.0490)
Br (-6.7154, -3.3656, -1.6556)
Br (-5.2393, -0.6099, -1.3594)
Br (-7.3708, -1.3819, 0.8443)
H (-7.7279, -1.1499, -1.6986)

HOMO ... -9.87 eV
Max |F| ... 2.26 eV Å⁻¹
2S+1 ... 1
HOMO-LUMO gap ... 8.8 eV